[1]
# C7H16NO4S

A gas-phase ion, C7H16NO4S (charge +1) at a distorted geometry (the ωB97M-V functional and the def2-TZVPD basis, the Open Molecules 2025 dataset).

As for the SMILES: CCCOS(=O)(=O)OC(C)=[N+](C)C. The calculation puts the orbital gap at 10.731 eV. The calculation puts the LUMO energy at -4.05 eV. For the largest force on an atom, the calculation gives 0.077 Eh/bohr. The calculated total energy is -1029.883365 a.u. The value obtained for the HOMO energy is -14.8 eV. Its charge is +1. For the energy above the lowest of the compared OMol25 structures with the same formula, charge and spin, the calculation gives 1.978 eV.

Last column: Löwdin charge in e.
Geometry (Å):
C (-2.743, -1.489, -1.169)  -0.10
C (-2.972, -0.796, 0.142)  -0.20
C (-1.595, -0.727, 0.922)  -0.21
O (-0.757, 0.109, 0.198)  -0.24
S (-0.973, 1.620, 0.452)  0.68
O (-1.844, 2.181, -0.494)  -0.14
O (-1.022, 1.968, 1.820)  -0.17
O (0.607, 2.015, -0.113)  -0.03
C (1.485, 1.170, -0.508)  -0.39
C (1.938, 1.053, -1.875)  0.06
N (1.933, 0.366, 0.430)  -0.07
C (1.623, 0.463, 1.804)  0.01
C (2.733, -0.840, -0.041)  0.03
H (-2.080, -0.953, -1.766)  0.05
H (-2.228, -2.412, -1.109)  0.08
H (-3.691, -1.495, -1.650)  0.08
H (-3.627, -1.415, 0.854)  0.14
H (-3.581, 0.205, -0.018)  0.15
H (-1.694, -0.356, 1.895)  0.10
H (-1.089, -1.755, 0.990)  0.17
H (1.733, 2.050, -2.378)  0.15
H (1.234, 0.404, -2.384)  0.13
H (2.972, 0.716, -1.845)  0.10
H (0.654, 1.002, 1.949)  0.08
H (1.510, -0.502, 2.159)  0.09
H (2.479, 0.939, 2.279)  0.14
H (3.616, -0.470, -0.565)  0.09
H (3.174, -1.527, 0.739)  0.13
H (2.205, -1.525, -0.717)  0.11



[2]
# C7H16NaO2S

A molecular structure, C7H16NaO2S (the ωB97M-V functional and the def2-TZVPD basis, the Open Molecules 2025 dataset).

The calculation puts the orbital gap at 6.873 eV. The calculation puts the LUMO energy at -4.70 eV. For the largest force on an atom, the calculation gives 0.019 Eh/bohr. The calculated total energy is -987.018974 a.u. The value obtained for the HOMO energy is -11.6 eV. Its charge is +1. For the energy above the lowest of the compared OMol25 structures with the same formula, charge and spin, the calculation gives 0.555 eV.

Last column: Löwdin charge in e.
Geometry (Å):
C (4.303, 0.068, 0.815)  -0.16
C (3.833, -0.364, -0.573)  -0.53
S (2.295, 0.483, -1.021)  0.89
C (1.165, -0.202, 0.241)  -0.42
C (-0.198, -0.372, -0.318)  -0.30
O (-0.826, 0.894, -0.370)  -0.15
C (-2.197, 0.804, -0.762)  -0.17
C (-3.109, 0.776, 0.457)  -0.20
O (-3.508, -0.509, 0.878)  -0.18
C (-4.459, -1.118, 0.038)  -0.10
H (3.490, 0.462, 1.409)  0.06
H (5.093, 0.816, 0.757)  0.02
H (4.731, -0.749, 1.375)  0.09
H (4.547, -0.074, -1.328)  0.06
H (3.676, -1.430, -0.576)  0.08
H (1.153, 0.477, 1.079)  0.08
H (1.566, -1.144, 0.585)  0.10
H (-0.771, -1.072, 0.288)  0.13
H (-0.130, -0.787, -1.326)  0.12
H (-2.349, -0.051, -1.409)  0.12
H (-2.420, 1.696, -1.330)  0.13
H (-2.521, 1.187, 1.265)  0.13
H (-3.956, 1.449, 0.315)  0.13
H (-4.582, -2.137, 0.370)  0.09
H (-5.431, -0.638, 0.113)  0.09
H (-4.158, -1.148, -1.006)  0.08
Na (4.765, 2.682, 0.032)  0.81



[3]
# C7H16O

2 unconnected molecules or ions with the total composition C7H16O at a distorted geometry (the ωB97M-V functional and the def2-TZVPD basis, the Open Molecules 2025 dataset).

The calculation puts the orbital gap (alpha / beta) at 8.997 / 5.284 eV. The calculation puts the LUMO energy (alpha / beta) at -5.25 / -8.97 eV. For the largest force on an atom, the calculation gives 0.023 Eh/bohr. As for the spin multiplicity: 2. The calculated total energy is -351.164677 a.u. The value obtained for the HOMO energy (alpha / beta) is -14.3 / -14.3 eV. Its charge is +1. Its expectation value of S² is 0.75. For the energy above the lowest of the compared OMol25 structures with the same formula, charge and spin, the calculation gives 0.998 eV.

Last column: Löwdin charge in e.
Geometry (Å):
C (0.125, -2.907, 1.878)  -0.10
C (-0.138, -1.412, 1.909)  -0.25
C (0.008, -0.741, 0.524)  -0.19
C (-1.326, -0.267, -0.092)  -0.17
C (-1.502, 1.253, 0.031)  -0.16
C (-0.994, 2.112, -1.045)  0.06
C (-1.130, 1.766, -2.397)  0.26
H (0.243, -3.351, 2.873)  0.08
H (-0.716, -3.421, 1.421)  0.08
H (1.000, -3.201, 1.310)  0.07
H (0.443, -0.912, 2.682)  0.11
H (-1.166, -1.257, 2.252)  0.10
H (0.534, -1.390, -0.173)  0.11
H (0.656, 0.125, 0.679)  0.10
H (-1.470, -0.636, -1.114)  0.11
H (-2.147, -0.722, 0.451)  0.11
H (-2.584, 1.482, 0.078)  0.18
H (-1.116, 1.631, 0.973)  0.14
H (-0.645, 3.100, -0.739)  0.15
H (-1.414, 0.773, -2.721)  0.10
H (-0.901, 2.473, -3.186)  0.11
H (4.171, -0.218, -0.918)  0.04
H (3.049, 0.644, -0.420)  0.02
O (3.814, 0.675, -1.030)  -0.07



[4]
# C7H16O2

2 unconnected molecules or ions with the total composition C7H16O2 at a distorted geometry (the ωB97M-V functional and the def2-TZVPD basis, the Open Molecules 2025 dataset).

As for the SMILES: CC(C)C(O)O.C=CC. The calculation puts the orbital gap at 9.965 eV. The calculation puts the LUMO energy at 0.87 eV. For the largest force on an atom, the calculation gives 0.068 Eh/bohr. The calculated total energy is -426.722949 a.u. The value obtained for the HOMO energy is -9.1 eV. For the energy above the lowest of the compared OMol25 structures with the same formula, charge and spin, the calculation gives 2.528 eV.

Last column: Löwdin charge in e.
Geometry (Å):
C (0.252, 1.238, 0.840)  -0.02
C (0.208, -0.486, 0.850)  -0.28
C (-1.003, -1.086, 0.238)  -0.09
C (0.412, -0.915, 2.302)  -0.48
O (-0.756, -0.604, 3.023)  0.00
O (0.740, -2.275, 2.439)  0.01
H (-0.580, 1.686, 0.306)  0.05
H (1.204, 1.718, 0.634)  0.06
H (0.091, 1.505, 1.875)  0.05
H (1.101, -0.758, 0.286)  0.12
H (-1.252, -0.478, -0.731)  0.05
H (-0.841, -2.098, -0.118)  0.08
H (-1.880, -1.017, 0.872)  0.08
H (1.276, -0.387, 2.730)  0.15
H (-0.613, -0.848, 3.944)  0.10
H (0.045, -2.792, 2.013)  0.09
C (-1.188, 0.627, -2.261)  -0.07
C (-0.033, 1.306, -2.139)  -0.26
C (1.298, 0.734, -2.502)  -0.11
H (-2.137, 1.135, -2.170)  0.07
H (-1.216, -0.322, -2.780)  0.07
H (-0.047, 2.344, -1.835)  0.10
H (1.257, -0.352, -2.574)  0.08
H (1.612, 1.114, -3.475)  0.08
H (2.052, 1.011, -1.767)  0.07



[5]
# C7H16O2S

2 unconnected molecules or ions with the total composition C7H16O2S (the ωB97M-V functional and the def2-TZVPD basis, the Open Molecules 2025 dataset).

As for the SMILES: C/C=C(\C)CC.COSO. The calculation puts the orbital gap at 9.268 eV. The calculation puts the LUMO energy at 0.61 eV. For the largest force on an atom, the calculation gives 0.013 Eh/bohr. The calculated total energy is -824.915259 a.u. The value obtained for the HOMO energy is -8.7 eV. For the energy above the lowest of the compared OMol25 structures with the same formula, charge and spin, the calculation gives 0.000 eV.

Last column: Löwdin charge in e.
Geometry (Å):
C (0.643, -0.169, -2.231)  -0.09
C (1.194, 0.053, -0.858)  -0.17
C (1.096, -0.763, 0.183)  -0.38
C (0.403, -2.097, 0.140)  -0.08
C (1.722, -0.471, 1.526)  -0.23
C (2.382, 0.893, 1.678)  -0.11
H (0.369, -1.203, -2.403)  0.06
H (1.384, 0.118, -2.976)  0.07
H (-0.240, 0.454, -2.383)  0.06
H (1.705, 0.999, -0.744)  0.10
H (-0.287, -2.167, -0.694)  0.06
H (-0.161, -2.257, 1.058)  0.07
H (1.137, -2.901, 0.057)  0.09
H (0.948, -0.571, 2.295)  0.11
H (2.466, -1.253, 1.723)  0.12
H (2.798, 0.991, 2.678)  0.07
H (3.193, 1.017, 0.964)  0.07
H (1.653, 1.686, 1.528)  0.07
C (-3.821, 1.610, -0.988)  -0.17
O (-3.270, 0.411, -0.475)  -0.54
S (-1.833, 0.499, 0.306)  0.96
O (-2.228, 1.016, 1.821)  -0.41
H (-3.100, 2.138, -1.616)  0.08
H (-4.137, 2.268, -0.172)  0.08
H (-4.688, 1.318, -1.580)  0.09
H (-2.553, 0.290, 2.371)  0.04



[6]
# C7H16OSi2

2 unconnected molecules or ions with the total composition C7H16OSi2 at a distorted geometry (the ωB97M-V functional and the def2-TZVPD basis, the Open Molecules 2025 dataset).

As for the SMILES: C=C[SiH](C=C)C(C)C.O=[SiH2]. The calculation puts the orbital gap at 8.678 eV. The calculation puts the LUMO energy at -0.63 eV. For the largest force on an atom, the calculation gives 0.086 Eh/bohr. The calculated total energy is -930.407723 a.u. The value obtained for the HOMO energy is -9.3 eV. For the energy above the lowest of the compared OMol25 structures with the same formula, charge and spin, the calculation gives 0.000 eV.

Last column: Löwdin charge in e.
Geometry (Å):
C (0.938, 0.787, -2.159)  -0.06
C (1.683, 0.940, -1.005)  -0.24
Si (0.803, 0.873, 0.700)  0.74
C (-0.758, 2.031, 0.915)  -0.27
C (-2.014, 1.709, 0.918)  -0.13
C (0.404, -1.050, 1.003)  -0.45
C (1.077, -1.346, 2.322)  -0.15
C (1.005, -1.890, -0.106)  -0.14
H (1.294, 0.704, -3.148)  0.04
H (-0.124, 0.586, -1.900)  -0.02
H (2.753, 1.194, -1.181)  0.05
H (1.675, 1.493, 1.733)  0.00
H (-0.522, 3.114, 0.962)  0.06
H (-2.772, 2.280, 1.315)  0.03
H (-2.191, 0.629, 0.688)  0.04
H (-0.647, -1.316, 0.968)  0.09
H (2.032, -0.875, 2.227)  0.05
H (0.687, -0.945, 3.174)  0.04
H (1.363, -2.347, 2.484)  0.06
H (2.042, -1.652, -0.160)  0.06
H (0.469, -1.718, -0.963)  0.01
H (1.042, -2.935, 0.170)  0.08
O (-1.806, -1.296, -1.748)  -0.42
Si (-2.626, -0.126, -2.214)  0.64
H (-3.423, 0.000, -3.490)  -0.07
H (-2.385, 1.156, -1.505)  -0.06



[7]
# C7H17AgClNO3

A molecular structure, C7H17AgClNO3 at a distorted geometry (the ωB97M-V functional and the def2-TZVPD basis, the Open Molecules 2025 dataset).

The calculation puts the orbital gap (alpha / beta) at 5.825 / 2.229 eV. The calculation puts the LUMO energy (alpha / beta) at -5.15 / -8.75 eV. For the largest force on an atom, the calculation gives 0.055 Eh/bohr. As for the spin multiplicity: 2. The calculated total energy is -1164.141609 a.u. The value obtained for the HOMO energy (alpha / beta) is -11.0 / -11.0 eV. Its charge is +1. Its expectation value of S² is 0.78.

Last column: Löwdin charge in e.
Geometry (Å):
Ag (12.390, -16.580, 13.137)  0.62
Cl (11.797, -14.171, 12.313)  -0.26
C (3.422, -16.754, 11.050)  -0.13
O (4.644, -16.161, 10.784)  -0.20
C (5.420, -16.560, 9.634)  -0.17
C (6.735, -15.807, 9.428)  -0.19
O (7.572, -16.052, 10.567)  -0.20
C (8.721, -15.201, 10.646)  -0.14
H (3.547, -17.764, 11.441)  0.08
H (2.816, -16.830, 10.147)  0.08
H (2.941, -16.113, 11.789)  0.09
H (4.720, -16.353, 8.824)  0.12
H (5.700, -17.613, 9.653)  0.12
H (6.537, -14.747, 9.268)  0.12
H (7.338, -16.261, 8.642)  0.13
H (9.190, -15.394, 11.610)  0.03
H (8.497, -14.137, 10.724)  0.09
H (9.521, -15.445, 9.947)  0.08
C (15.019, -14.459, 14.348)  0.01
C (14.805, -13.056, 14.885)  -0.34
O (15.747, -12.581, 15.587)  0.27
N (13.546, -12.495, 14.746)  0.13
C (13.007, -11.277, 15.434)  0.03
H (14.870, -14.461, 13.268)  0.08
H (14.280, -15.099, 14.831)  0.08
H (16.028, -14.844, 14.495)  0.11
H (12.932, -12.879, 14.042)  0.01
H (11.985, -11.173, 15.068)  0.11
H (13.650, -10.423, 15.225)  0.11
H (13.034, -11.460, 16.508)  0.11



[8]
# C7H17AlB3BeF3N3O11P

A molecular structure, C7H17AlB3BeF3N3O11P at a distorted geometry (the ωB97M-V functional and the def2-TZVPD basis, the Open Molecules 2025 dataset).

The calculation puts the orbital gap at 2.114 eV. The calculation puts the LUMO energy at -9.90 eV. For the largest force on an atom, the calculation gives 0.045 Eh/bohr. The calculated total energy is -2240.807647 a.u. The value obtained for the HOMO energy is -12.0 eV. Its charge is +2.

Last column: Löwdin charge in e.
Geometry (Å):
C (5.061, -1.904, 1.161)  -0.18
P (4.035, -0.901, 0.155)  1.16
O (3.932, 0.467, 0.921)  -0.18
B (2.291, -1.793, -0.070)  -0.54
O (2.230, -3.155, -0.082)  0.26
B (1.029, -3.726, 0.337)  -0.21
O (-0.101, -3.062, -0.140)  0.31
B (0.020, -1.750, 0.209)  -0.41
C (-1.077, -1.145, 1.253)  -0.37
F (-0.753, 0.083, 1.730)  0.05
F (-1.144, -1.988, 2.360)  0.13
F (-2.361, -1.061, 0.736)  0.07
O (1.138, -1.060, -0.257)  0.30
H (4.569, -2.063, 2.115)  0.09
H (5.179, -2.867, 0.679)  0.08
H (6.020, -1.428, 1.303)  0.08
H (3.470, 1.168, 0.382)  0.08
H (0.970, -4.584, 1.147)  0.14
C (-6.421, -1.058, -0.117)  -0.65
O (-7.315, -1.411, -0.903)  0.00
N (-5.155, -1.268, -0.650)  0.16
N (-6.563, -0.616, 1.124)  0.26
H (-4.253, -1.158, -0.207)  0.10
H (-5.145, -1.529, -1.626)  0.07
H (-7.503, -0.513, 1.475)  0.15
H (-5.792, -0.367, 1.717)  0.14
Be (-6.336, -3.063, -1.175)  0.73
C (1.726, 1.635, 2.672)  -0.84
O (1.313, 1.895, 1.532)  0.04
O (1.186, 2.138, 3.756)  -0.17
O (2.590, 0.704, 2.852)  0.15
C (4.861, 4.290, -1.303)  0.08
N (4.786, 2.841, -1.624)  -0.42
O (5.609, 2.348, -2.334)  0.13
O (3.858, 2.213, -1.127)  0.00
H (5.724, 4.698, -1.809)  0.11
H (3.938, 4.744, -1.648)  0.11
H (4.945, 4.374, -0.224)  0.11
C (-3.244, 1.158, -2.513)  0.02
C (-1.761, 0.695, -2.016)  -0.40
O (-1.003, 1.690, -2.300)  0.04
H (-3.235, 1.348, -3.579)  0.09
H (-3.902, 0.315, -2.276)  0.04
H (-3.546, 2.046, -1.971)  0.08
H (-1.584, -0.260, -2.570)  0.13
H (-1.899, 0.447, -0.943)  0.09
Al (-0.570, 2.224, 3.717)  0.83



[9]
# C7H17BI2NO2S4Tl

A molecular structure, C7H17BI2NO2S4Tl at a distorted geometry (the ωB97M-V functional and the def2-TZVPD basis, the Open Molecules 2025 dataset).

The calculation puts the orbital gap at 6.822 eV. The calculation puts the LUMO energy at -0.43 eV. For the largest force on an atom, the calculation gives 0.020 Eh/bohr. The calculated total energy is -2867.744367 a.u. The value obtained for the HOMO energy is -7.3 eV. For the energy above the lowest of the compared OMol25 structures with the same formula, charge and spin, the calculation gives 1.866 eV.

Last column: Löwdin charge in e.
Geometry (Å):
Tl (-1.378, 0.571, -1.887)  0.38
S (-3.719, 1.502, -1.527)  -0.06
S (-4.544, -0.267, -0.922)  -0.10
S (-4.386, -1.415, -2.599)  -0.10
S (-2.360, -1.748, -2.681)  -0.06
I (-1.137, 3.877, 0.577)  0.80
C (-1.952, 4.538, -1.248)  -1.17
I (-0.944, 3.776, -2.960)  0.78
H (-1.857, 5.614, -1.296)  -0.04
H (-2.982, 4.211, -1.312)  -0.07
C (2.729, -1.769, 0.631)  -0.01
C (1.258, -1.544, 0.942)  -0.44
C (0.655, -2.802, 1.539)  0.00
O (0.593, -1.312, -0.338)  0.07
B (0.155, -0.032, -0.362)  -0.76
O (0.398, 0.684, 0.763)  0.02
C (0.964, -0.224, 1.760)  -0.44
C (2.194, 0.447, 2.344)  -0.01
C (-0.105, -0.381, 2.831)  0.00
H (2.809, -2.594, -0.076)  0.10
H (3.287, -2.027, 1.531)  0.09
H (3.180, -0.889, 0.173)  0.09
H (0.912, -3.653, 0.908)  0.10
H (-0.430, -2.738, 1.588)  0.09
H (1.050, -2.980, 2.540)  0.10
H (2.879, 0.770, 1.564)  0.09
H (2.717, -0.226, 3.025)  0.10
H (1.884, 1.329, 2.905)  0.09
H (-1.028, -0.782, 2.414)  0.10
H (-0.327, 0.603, 3.244)  0.10
H (0.236, -1.028, 3.640)  0.10
N (-0.268, 0.215, -4.189)  -0.02
H (0.601, 0.666, -4.454)  0.04
H (-0.960, 0.397, -4.907)  0.04
H (-0.126, -0.789, -4.162)  0.01